Entry 1:
The following is a quantum chemistry calculation of a cluster of 2 separate species, C3H9N4 in total, from OMol25.

The value obtained for the frontier orbital gap is 8.375 eV. As for the charge: +1.

Last column: Mulliken charge in e.
Element x y z (Å)
C1 2.493 -0.625 -0.467  -0.045
C2 1.227 0.877 0.661  -0.236
C3 -1.890 -0.230 -0.038  0.066
N1 2.690 -1.248 0.605  -0.526
N2 -1.343 0.924 -0.044  -0.528
N3 1.907 0.610 -0.399  -0.022
N4 -3.137 -0.540 -0.087  -0.377
H1 2.815 -0.797 -1.459  0.430
H2 1.054 1.880 1.001  0.323
H3 0.915 0.045 1.312  0.348
H4 -1.173 -1.032 0.032  0.281
H5 3.271 -2.069 0.633  0.263
H6 -2.015 1.661 -0.007  0.181
H7 2.255 1.258 -1.109  0.321
H8 -3.870 0.163 -0.094  0.276
H9 -3.243 -1.229 0.626  0.245



Entry 2:
The following is a quantum chemistry calculation of the ion C3H9N4 with charge +1, from OMol25.

The value obtained for the frontier orbital gap is 9.878 eV. As for the charge: +1.

Last column: Mulliken charge in e.
Element x y z (Å)
C1 -0.759 -1.553 1.261  -1.270
C2 -0.067 -1.139 -0.022  0.296
N1 1.303 -0.712 0.306  0.027
N2 1.395 0.550 -0.017  -0.521
N3 0.332 1.007 -0.408  0.727
C3 0.109 2.322 -1.008  -0.659
N4 -0.715 0.066 -0.523  -0.462
H1 -1.457 -2.484 1.330  0.306
H2 -1.323 -0.681 1.782  0.305
H3 -0.059 -1.793 2.018  0.360
H4 0.110 -2.047 -0.735  0.298
H5 2.010 -1.263 0.863  0.291
H6 0.076 3.062 -0.196  0.296
H7 -0.809 2.174 -1.551  0.304
H8 0.962 2.549 -1.608  0.326
H9 -1.107 -0.058 -1.492  0.376



Entry 3:
The following is a quantum chemistry calculation of the ion C3H9N4 with charge +1, from OMol25.

The value obtained for the frontier orbital gap is 8.639 eV. As for the charge: +1.

Last column: Mulliken charge in e.
Element x y z (Å)
C1 1.055 -2.602 0.664  -0.616
N1 0.426 -1.336 0.257  -0.047
N2 0.922 -0.284 0.904  0.072
C2 0.507 0.946 0.704  -0.045
N3 -0.523 0.950 -0.201  -0.476
C3 -1.001 2.030 -0.786  0.144
N4 -1.984 1.954 -1.667  -0.307
H1 1.474 -3.175 -0.127  0.282
H2 1.875 -2.268 1.411  0.234
H3 0.247 -3.287 1.199  0.255
H4 -0.283 -1.151 -0.350  0.166
H5 1.752 -0.495 1.368  0.222
H6 0.886 1.772 1.396  0.335
H7 -0.707 3.061 -0.544  0.300
H8 -2.049 1.171 -2.254  0.224
H9 -2.598 2.714 -1.973  0.257